{"formula": "C44H42CrN3P3S3Se4", "method": "ωB97M-V/def2-TZVPD", "spin_multiplicity": 4, "total_charge": 1, "e_tot_ha": -14734.87663, "symbols": ["H", "H", "H", "C", "H", "C", "H", "C", "H", "H", "C", "C", "Se", "C", "C", "P", "S", "H", "S", "C", "C", "H", "H", "H", "H", "H", "H", "H", "C", "H", "C", "C", "N", "C", "C", "C", "Cr", "N", "H", "H", "H", "C", "C", "C", "H", "H", "C", "C", "N", "H", "H", "C", "C", "H", "H", "H", "C", "Se", "H", "H", "H", "H", "C", "H", "C", "C", "H", "C", "P", "C", "Se", "C", "C", "Se", "C", "H", "C", "H", "C", "C", "P", "C", "H", "C", "H", "H", "C", "C", "H", "H", "C", "C", "C", "H", "C", "C", "H", "C", "S", "H"], "positions_angstrom": [[2.37, 0.41, -4.65], [3.87, -0.33, 2.01], [4.28, 0.89, 4.13], [-5.30, 0.15, 3.34], [7.11, 2.87, -2.97], [3.72, 1.47, 0.86], [-0.19, -4.63, 1.79], [-6.01, 0.48, -1.01], [-6.26, 0.53, 3.04], [8.63, 0.92, -2.88], [3.98, 3.53, 2.03], [-2.82, 5.80, 2.88], [2.01, 1.59, -2.07], [-2.32, -4.73, 2.09], [-2.82, 3.76, 4.15], [-2.31, -0.62, 0.12], [3.86, -2.28, -4.92], [-3.86, -2.60, 4.68], [1.25, -4.03, -2.53], [7.63, 0.84, -2.49], [-1.49, 3.94, 2.14], [0.11, -4.66, -4.53], [4.00, 4.61, 2.03], [2.20, -1.92, -6.64], [-3.17, 6.81, 2.74], [-4.83, -1.31, -0.99], [5.56, -1.39, -0.99], [-1.85, -1.18, 4.45], [5.49, 1.84, -2.04], [-4.52, -2.30, 1.26], [-1.18, -2.87, 1.11], [-6.06, 1.83, -0.66], [0.68, 1.34, 1.88], [-1.93, 5.24, 1.97], [-2.82, -0.82, 4.12], [-2.40, -2.21, 0.97], [0.70, -0.51, -1.62], [1.13, 0.90, 0.75], [4.34, 3.36, 4.13], [3.58, -4.14, -2.78], [-4.45, -4.56, 2.24], [3.91, 0.75, 2.03], [-4.90, -0.27, -0.69], [-5.18, -1.13, 3.86], [0.95, -0.03, -5.64], [-3.14, 3.18, 5.00], [-1.14, -4.13, 1.68], [3.01, -3.92, -4.85], [0.19, 0.26, 0.09], [-2.29, -5.72, 2.52], [-6.06, -1.75, 3.98], [-4.18, 0.95, 3.23], [2.78, -4.46, -3.45], [-5.03, 3.47, 0.26], [-0.26, -2.41, 0.77], [-6.92, 2.42, -0.93], [5.07, 0.64, -1.49], [-0.11, 1.23, 5.14], [-0.78, 3.51, 1.45], [2.78, -5.56, -3.50], [-0.97, -4.01, -3.29], [-3.02, 2.14, 0.79], [-0.95, 0.29, 0.82], [-4.28, 1.97, 2.87], [-3.83, 0.33, -0.03], [-3.25, 5.06, 3.97], [-3.93, 5.51, 4.69], [-0.01, -2.48, -4.49], [-1.41, 1.48, 3.52], [6.78, 1.94, -2.54], [-1.68, -1.06, -1.93], [-0.03, -3.86, -3.82], [-2.93, 0.46, 3.60], [2.74, -1.48, -0.54], [-3.53, -4.08, 1.94], [3.69, -4.60, -5.36], [4.14, 1.44, 3.21], [-0.97, -1.97, -4.38], [3.74, 2.86, 0.85], [1.82, -0.42, -5.09], [3.43, 0.59, -0.70], [-0.61, 0.99, 1.99], [-1.57, 5.82, 1.13], [7.19, -0.36, -1.95], [3.55, 3.39, -0.07], [4.81, 2.68, -2.08], [-3.87, 1.67, 0.31], [-3.94, -1.61, 4.26], [-6.84, 0.03, -1.54], [7.85, -1.21, -1.92], [-4.99, 2.42, 0.00], [4.17, 2.82, 3.21], [5.91, -0.46, -1.43], [0.24, -2.53, -5.55], [2.74, -1.26, -5.96], [-1.95, 3.19, 3.22], [2.09, -3.86, -5.43], [-3.58, -2.81, 1.38], [1.27, -1.44, -3.69], [3.40, -0.62, -6.55]]}



{"formula": "C44H42N2OP2S4TcTe", "method": "ωB97M-V/def2-TZVPD", "spin_multiplicity": 2, "total_charge": 2, "relative_energy_kcal_mol": 0.0, "symbols": ["C", "C", "H", "H", "S", "H", "P", "C", "H", "C", "C", "C", "N", "O", "H", "C", "H", "H", "C", "H", "C", "H", "C", "C", "C", "C", "C", "H", "C", "H", "H", "H", "H", "H", "H", "H", "H", "C", "C", "H", "C", "C", "C", "H", "C", "C", "H", "C", "C", "H", "Tc", "H", "C", "Te", "H", "C", "H", "C", "H", "C", "H", "H", "C", "N", "H", "C", "C", "H", "H", "H", "S", "H", "H", "C", "C", "C", "C", "C", "C", "H", "H", "C", "C", "S", "H", "P", "H", "C", "C", "H", "H", "C", "H", "S", "H", "C", "C"], "positions_angstrom": [[-1.92, -3.44, -0.40], [3.24, -0.71, -4.27], [-3.98, 2.68, 0.16], [-3.08, -5.13, 0.13], [-1.36, 0.16, 2.54], [-3.12, -0.63, -4.12], [2.44, 0.12, -0.30], [-1.81, -5.37, 3.69], [-2.65, 3.90, -1.82], [3.78, 2.44, 0.34], [1.95, 1.22, -2.77], [1.88, 1.29, -4.16], [-2.69, -4.29, 0.57], [1.53, 2.22, -1.92], [-4.91, 4.43, 1.60], [3.27, -1.84, 1.48], [-5.10, -1.04, -0.34], [3.79, -1.43, -4.86], [3.06, -4.22, 1.21], [2.34, -4.87, -0.71], [-3.60, -3.79, 3.92], [-0.95, 5.62, 2.73], [2.52, 0.30, -4.90], [-1.34, 4.92, -3.15], [0.59, 3.13, -2.34], [3.25, -0.78, -2.89], [-4.30, -0.63, -0.94], [-2.63, -3.07, -1.14], [5.19, 0.49, 0.24], [-3.05, -1.72, 3.97], [-2.06, -1.79, 0.94], [3.82, -1.56, -2.40], [-2.12, -4.60, 1.37], [-1.45, -6.39, 3.65], [-0.01, 3.82, 1.34], [-2.10, 5.62, -3.48], [-4.65, -3.57, 4.07], [2.46, -2.73, -0.60], [2.81, -1.62, 0.18], [5.32, -0.58, 0.09], [2.55, 0.15, -2.12], [-1.61, 4.97, 2.18], [-3.39, 0.25, -0.37], [0.22, 5.83, -4.32], [4.90, 3.23, 0.59], [-0.68, 3.03, -1.80], [3.80, -3.27, 2.98], [-1.28, -2.34, 0.41], [-3.20, -0.40, -3.06], [-3.40, 5.92, 2.89], [0.36, 0.42, 0.89], [2.13, -2.61, -1.62], [6.30, 1.28, 0.50], [0.14, -1.47, 3.53], [2.81, 2.90, 0.27], [3.41, -3.12, 1.98], [-0.62, -2.79, 1.16], [-2.69, -2.74, 3.86], [3.54, -0.99, 2.10], [-1.65, 3.94, -2.23], [-3.48, 0.49, 0.68], [1.96, 4.22, -3.57], [-0.89, -4.32, 3.62], [-0.46, -1.38, -0.34], [7.28, 0.82, 0.55], [-4.20, -0.96, -2.29], [2.58, -4.02, -0.08], [-0.98, -1.02, -1.14], [2.49, 0.35, -5.98], [-3.87, -5.92, 3.91], [-1.55, 1.66, 3.93], [7.02, 3.26, 0.87], [-1.18, -4.09, -0.89], [-3.17, -5.11, 3.83], [3.92, 1.06, 0.18], [-1.93, 3.10, 0.68], [-3.31, 3.29, 0.75], [6.15, 2.65, 0.67], [-2.99, 5.13, 2.27], [4.79, 4.30, 0.72], [3.18, -5.22, 1.59], [-2.31, 0.51, -2.50], [-1.33, -3.00, 3.72], [1.45, 1.52, 2.49], [-3.46, -3.77, 0.99], [-1.10, 1.91, -0.41], [0.35, -1.87, -0.71], [0.94, 4.14, -3.22], [-3.84, 4.29, 1.55], [0.16, -4.55, 3.52], [-1.54, 0.97, -3.12], [-0.04, 5.04, -3.63], [-4.92, -1.63, -2.74], [0.39, 2.45, 4.01], [1.38, 2.10, -4.65], [-2.39, 0.85, -1.14], [-1.09, 3.95, 1.39]]}



{"formula": "C44H43BFIrN10O5P", "method": "ωB97M-V/def2-TZVPD", "spin_multiplicity": 2, "total_charge": 2, "relative_energy_kcal_mol": 0.6, "symbols": ["C", "C", "C", "C", "H", "P", "F", "H", "H", "C", "C", "H", "C", "C", "H", "H", "O", "H", "N", "H", "H", "H", "C", "H", "C", "C", "C", "O", "H", "C", "H", "H", "C", "C", "H", "O", "C", "C", "N", "H", "H", "H", "H", "N", "H", "C", "O", "H", "C", "H", "H", "H", "C", "H", "N", "N", "H", "H", "C", "C", "Ir", "H", "H", "C", "C", "C", "O", "H", "H", "H", "H", "C", "H", "H", "C", "B", "C", "N", "C", "C", "C", "C", "H", "C", "H", "C", "H", "C", "N", "H", "H", "C", "C", "C", "C", "C", "C", "C", "N", "H", "C", "N", "N", "H", "H", "C"], "positions_angstrom": [[4.61, -2.51, 3.76], [0.98, -0.84, 6.95], [-2.50, 0.91, -3.55], [-1.08, -1.38, 1.49], [-5.38, -1.24, -4.29], [0.88, 1.13, 3.39], [-3.10, 2.11, -3.41], [-1.52, 3.85, 0.19], [-7.18, 0.98, -5.28], [3.50, 2.06, 3.23], [-4.41, 1.59, -5.77], [-7.37, -0.76, -5.47], [-2.45, -4.62, -4.15], [-6.65, 0.05, -5.49], [-4.85, 2.30, -5.07], [-3.31, 3.69, 4.08], [2.22, -2.43, -0.15], [-2.79, -5.40, -4.83], [3.07, 1.58, -1.80], [-6.84, 0.13, -7.58], [2.81, -3.15, 4.75], [5.29, -3.01, 4.44], [-0.25, -1.49, 6.96], [-4.73, 1.37, -7.94], [6.19, 0.51, -0.70], [-5.30, 1.44, -7.02], [-0.82, -0.64, -2.90], [2.59, -3.81, -1.85], [-5.46, -0.61, -7.04], [4.57, 2.84, 3.64], [1.33, -2.00, 3.12], [2.13, 1.69, -1.43], [-2.47, -1.26, -4.55], [-5.47, -0.18, -4.53], [5.53, 2.74, 3.16], [0.69, -0.07, -1.23], [4.65, -0.42, 0.63], [5.11, -1.79, 2.68], [7.48, 0.64, -1.03], [-0.99, 1.36, -2.11], [-1.53, 2.16, 4.85], [-2.92, -0.44, 2.30], [1.67, -0.99, 7.77], [-0.74, -2.83, -3.87], [8.18, 0.15, -0.50], [0.41, 0.20, 4.86], [0.66, 2.58, -0.42], [-5.66, 0.36, -3.60], [3.24, -2.59, 3.93], [-2.11, -1.80, 5.91], [-2.91, -1.96, -5.25], [3.03, 4.61, 6.09], [-1.27, -3.89, -4.76], [-0.52, -2.14, 7.79], [5.28, 1.14, -1.43], [5.92, -0.24, 0.41], [-3.28, -3.95, -3.95], [3.41, 2.27, -2.44], [4.01, 0.93, -1.11], [-0.53, 2.14, 2.94], [1.78, -0.56, 0.44], [0.75, -4.10, -3.21], [-1.51, -3.43, -5.72], [2.26, 2.18, 3.86], [-0.55, 2.62, 1.63], [4.40, 3.76, 4.67], [1.39, 1.32, 1.29], [3.63, 1.36, 2.41], [-3.44, 1.98, -6.07], [-2.16, -5.09, -3.21], [1.13, 3.21, 5.38], [-1.40, 0.63, -2.80], [-3.18, -2.06, 1.12], [-0.44, -4.57, -4.95], [4.22, -1.18, 1.82], [-2.54, -1.57, 2.03], [-2.54, 3.87, 2.09], [-4.24, 0.26, -5.19], [-1.53, 2.53, 3.83], [-1.15, -1.30, 5.92], [0.83, -2.28, -2.14], [0.30, -3.12, -3.08], [5.23, 4.38, 4.98], [-2.53, 3.39, 3.40], [-6.02, 2.26, -7.10], [3.16, 3.89, 5.29], [-3.32, 4.54, 1.77], [-1.35, -1.59, -3.78], [-6.10, 0.17, -6.88], [6.17, -1.71, 2.47], [2.29, 0.48, 5.90], [1.32, -0.01, 5.90], [-1.54, 3.48, 1.21], [1.99, -2.88, -1.36], [-3.06, -0.01, -4.44], [2.41, -1.95, 3.04], [0.30, -0.98, -2.02], [-0.82, -0.46, 4.86], [3.64, 0.08, -0.12], [7.72, 1.16, -1.85], [0.53, 2.17, 0.72], [-0.02, -1.18, 1.08], [2.89, -1.24, 2.02], [-1.53, -0.34, 4.05], [-2.49, -2.28, 3.00], [2.09, 3.10, 4.89]]}



{"formula": "C44H43BrMnN7O4S3", "method": "ωB97M-V/def2-TZVPD", "spin_multiplicity": 6, "total_charge": 1, "relative_energy_kcal_mol": 22.4, "symbols": ["C", "S", "O", "C", "C", "H", "N", "O", "C", "S", "O", "C", "C", "C", "C", "C", "N", "H", "H", "H", "C", "H", "C", "H", "H", "H", "H", "H", "C", "C", "C", "H", "H", "C", "N", "N", "H", "H", "H", "C", "H", "C", "H", "O", "C", "C", "H", "S", "N", "C", "C", "H", "C", "H", "H", "Br", "C", "C", "C", "C", "H", "H", "C", "C", "H", "Mn", "H", "C", "C", "H", "H", "N", "H", "H", "C", "H", "H", "C", "C", "H", "C", "C", "H", "H", "H", "N", "H", "H", "H", "C", "H", "C", "C", "C", "H", "C", "H", "H", "H", "C", "C", "C", "C"], "positions_angstrom": [[1.55, 2.98, -1.58], [-1.42, 2.47, 0.49], [-1.07, 2.68, 4.61], [1.47, 4.17, -2.24], [3.58, 0.88, 0.46], [1.66, -3.07, 4.81], [-0.07, -3.20, -2.08], [2.46, 0.82, -3.83], [-2.77, -6.58, -2.94], [0.14, 4.14, -3.30], [1.52, -0.81, -1.99], [1.67, 0.10, -4.67], [-2.20, -2.34, -1.50], [-4.02, -7.13, -2.69], [1.31, 0.66, -5.89], [1.09, -3.85, 1.57], [0.68, 2.47, 2.08], [1.86, -4.97, 3.26], [-3.93, -2.88, -0.54], [-5.35, -4.58, -0.91], [-4.62, -5.15, -1.48], [-0.82, -1.47, -2.94], [-0.20, 3.23, 1.35], [-1.77, -1.45, 3.03], [-3.58, 3.11, 3.64], [-0.51, -1.91, -7.14], [2.69, 4.80, 3.32], [-1.45, -4.93, -2.64], [0.10, -1.35, -6.45], [1.39, -2.96, 3.76], [-0.25, 2.55, -2.81], [2.95, -1.13, 0.75], [0.24, 0.37, -7.72], [0.52, -0.07, -6.77], [2.49, 1.27, -0.14], [-0.18, 0.24, 4.46], [0.33, 7.03, 1.36], [-1.79, 2.30, -4.26], [1.12, -4.69, 0.89], [-3.37, -4.58, -1.74], [0.55, 1.45, 2.04], [1.07, 6.60, 2.03], [2.13, 5.02, -2.17], [0.37, -0.33, 1.45], [0.94, 5.11, 2.05], [-3.18, 2.12, 3.52], [4.70, -0.92, 0.65], [4.81, 2.07, 0.46], [1.14, -3.08, -2.69], [3.81, 3.12, -0.44], [-1.41, 0.52, 3.79], [-1.09, 0.80, -3.65], [0.67, -0.75, 4.35], [-4.92, 1.39, 2.52], [-5.93, -6.82, -1.76], [-2.34, -0.58, -0.69], [-3.93, 1.14, 2.88], [3.78, -0.48, 1.04], [1.88, 4.34, 2.78], [0.86, -1.71, 3.33], [-4.02, -0.89, 2.19], [1.80, -3.69, -2.23], [-3.43, -0.13, 2.69], [-3.15, -3.22, -1.22], [0.39, -2.54, 0.05], [0.50, 0.20, -0.63], [-1.68, 4.45, 3.71], [0.47, -1.90, -5.23], [-1.41, 1.80, -3.37], [-2.21, 1.74, -2.63], [2.33, 0.42, -2.94], [-0.05, 4.58, 1.37], [2.51, 1.04, 3.14], [-4.27, -8.11, -3.07], [-1.49, 4.04, 4.71], [2.78, -1.97, -3.07], [3.59, 2.38, 3.58], [-4.95, -6.41, -1.96], [2.62, 2.53, -0.69], [4.17, 4.08, -0.79], [1.49, -4.02, 2.91], [-0.97, -2.33, -2.29], [2.07, 6.90, 1.71], [0.92, 7.00, 3.03], [1.66, 1.65, -6.13], [0.56, 2.08, -1.89], [-2.38, 4.13, 5.33], [-0.05, 0.85, 5.26], [1.30, -0.87, 5.23], [0.59, -1.50, 1.93], [-2.04, -7.15, -3.51], [0.66, -2.64, 1.10], [-2.44, -5.32, -2.46], [1.71, -1.75, -2.98], [3.86, -0.46, 2.13], [1.25, -1.19, -4.33], [0.16, -2.91, -4.98], [-0.66, 4.57, 5.18], [2.21, 1.99, 4.60], [2.56, 2.04, 3.57], [1.70, 2.99, 2.79], [-1.91, 1.81, 3.97], [-2.16, -0.45, 3.15]]}